Record 1
DFT (the ωB97M-V functional and the def2-TZVPD basis) results for an isolated ion of composition C8H7N2O2 and charge +1.

Energy above the lowest of the compared OMol25 structures with the same formula, charge and spin in kJ/mol: 240.4
LUMO in Eh: -0.177
E in eV: -15473.399
Highest occupied orbital energy in hartree: -0.4914
Net charge: +1

Each line ends with the natural charge from an NBO analysis.
Positions of all 19 atoms, in Å:
C  -1.28705  1.86191  -0.83958  -0.1751
C  -1.53370  1.52736  -2.18168  -0.1587
C  -0.48472  0.99974  -0.12128  -0.1459
C  -1.10851  0.34038  -2.79000  -0.2573
C  -0.02061  -0.21944  -0.67696  0.0233
C  -0.39497  -0.52061  -1.96897  0.2575
C  0.96539  -2.38241  -2.37296  1.1492
C  1.66715  -1.77865  2.01799  -0.4656
N  0.75262  -1.10990  0.07909  -0.2403
N  0.86732  -0.91195  1.32129  -0.0728
O  1.95943  -2.85846  -2.02509  -0.2943
O  -0.01933  -1.81658  -2.60565  -0.3751
H  -1.64637  2.88948  -0.48846  0.2630
H  -2.13844  2.35532  -2.73781  0.2587
H  -0.05099  1.14420  0.81792  0.2552
H  -1.55823  0.08864  -3.80805  0.2827
H  2.04753  -2.69740  1.34396  0.1859
H  0.99589  -2.23870  2.71563  0.2495
H  2.54918  -1.23726  2.45329  0.2601

Atomic forces in eV per Å
0.28 1.00 -0.46
-1.38 1.99 -0.62
0.07 -0.81 -1.54
-1.44 -0.07 -0.66
-0.90 0.88 0.94
-0.63 1.56 -0.35
6.34 -2.48 3.12
2.68 -3.55 -1.08
1.03 -1.15 1.43
-1.77 2.36 -3.70
-2.43 0.56 -1.69
-3.38 1.35 -1.21
0.63 -1.86 -0.21
1.15 -2.08 0.58
0.04 0.69 1.54
1.22 0.17 1.48
-0.52 2.06 1.27
0.09 -0.07 1.18
-1.06 -0.54 -0.02


Record 2
DFT (the ωB97M-V functional and the def2-TZVPD basis) results for a single C8H7N2O2PS molecule.

Energy above the lowest of the compared OMol25 structures with the same formula, charge and spin in kJ/mol: 348.8
Structure (SMILES): N=[PH2]c1ccc2c(c1)C(=O)N(S)C2=O
LUMO in Eh: -0.035
E in eV: -35605.085
Highest occupied orbital energy in hartree: -0.3317

Each line ends with the natural charge from an NBO analysis.
Positions of all 21 atoms, in Å:
N  -2.54119  -2.06664  -2.22086  -1.2887
P  -1.46636  -0.96521  -2.65996  1.2858
C  -0.45286  -0.54927  -1.15690  -0.3641
C  -0.05725  -1.66123  -0.27784  -0.1570
C  0.71178  -1.40665  0.95531  -0.1825
C  1.03077  -0.02424  1.23173  -0.1339
C  0.66484  1.09533  0.32692  -0.1355
C  -0.08355  0.85609  -0.88625  -0.1666
C  1.24249  2.40063  0.97329  0.6890
O  1.64246  3.40786  0.49480  -0.4666
N  1.22436  2.02919  2.40885  -0.6610
S  -0.45284  2.16365  2.82691  0.2060
C  1.78962  0.66324  2.41465  0.6886
O  2.64467  0.28552  3.14372  -0.4530
H  -2.37859  -2.89344  -2.80887  0.3654
H  -0.59867  -1.40204  -3.69905  -0.0353
H  -2.09970  0.24291  -3.08723  -0.0487
H  -0.35066  -2.71450  -0.50544  0.2548
H  1.02567  -2.20608  1.65720  0.2488
H  -0.36344  1.70535  -1.54408  0.2447
H  -1.13156  1.03956  2.41310  0.1098

Atomic forces in eV per Å
1.14 0.23 -1.07
-1.29 -1.53 1.52
1.25 0.92 1.01
0.59 1.83 0.81
-0.63 2.06 -1.64
-0.20 0.32 -1.57
-0.02 -1.95 -0.60
0.97 -1.89 1.77
-1.06 -1.92 -0.43
-0.24 -0.22 0.20
0.57 0.49 -0.35
-0.38 0.27 1.07
-1.60 -0.56 -0.77
-0.34 -0.06 -0.21
-0.42 0.22 0.36
0.01 0.63 0.22
0.82 -0.07 0.15
0.11 1.22 0.04
-0.34 0.61 -0.71
0.17 -0.85 0.45
0.88 0.26 -0.24


Record 3
DFT (the ωB97M-V functional and the def2-TZVPD basis) results for C8H7N3OPtSSe2Te2 as an isolated structure.

Energy above the lowest of the compared OMol25 structures with the same formula, charge and spin in kJ/mol: 0.0
LUMO in Eh: 0.164
E in eV: -174292.183
Highest occupied orbital energy in hartree: -0.0123
Net charge: -2

Each line ends with the natural charge from an NBO analysis.
Positions of all 25 atoms, in Å:
Pt  -1.21985  -0.32607  1.18099  0.5068
N  1.28376  -0.27292  4.74024  -0.8223
C  0.68699  -0.25120  3.48086  0.2403
S  -1.02539  -0.52304  3.42988  -0.1857
N  1.47248  -0.06309  2.47146  -0.4382
N  0.80718  -0.09286  1.24990  -0.3213
C  1.56527  -0.14200  0.21484  0.1198
C  1.14398  -0.13794  -1.16223  -0.2548
C  2.17181  -0.12790  -2.12649  -0.1451
C  1.92411  -0.11446  -3.47556  -0.3222
C  0.58288  -0.11876  -3.90529  -0.1955
C  -0.44478  -0.13056  -3.00399  -0.2765
C  -0.21735  -0.13572  -1.59477  0.4162
O  -1.25547  -0.12752  -0.83975  -0.6834
H  0.65610  0.01884  5.47283  0.3779
H  2.16266  0.22277  4.75075  0.3738
H  2.63682  -0.16625  0.40999  0.1763
H  3.19722  -0.12856  -1.76814  0.1874
H  2.73807  -0.10372  -4.18929  0.1907
H  0.35813  -0.11645  -4.96668  0.1926
H  -1.48183  -0.14469  -3.31421  0.2307
Se  -4.43442  -1.91943  -0.72519  -0.7980
Te  -3.80412  -0.53283  1.20654  0.2863
Te  -3.96289  2.13896  0.47010  -0.0066
Se  -5.54135  3.29538  1.99323  -0.8490

Atomic forces in eV per Å
0.03 0.10 0.15
0.00 0.01 0.00
-0.01 0.00 0.03
0.02 0.04 -0.08
-0.05 -0.01 -0.04
0.00 -0.39 0.07
0.02 0.22 -0.08
0.00 -0.09 0.04
0.01 -0.02 0.00
-0.03 0.00 -0.01
0.04 0.00 0.01
-0.01 0.01 0.02
-0.03 0.10 -0.01
0.03 -0.11 -0.06
0.00 0.00 0.00
0.00 -0.01 0.00
0.00 0.08 -0.01
0.00 0.00 0.00
0.00 0.00 0.00
0.00 0.00 0.00
0.00 0.01 0.00
-0.02 -0.03 -0.01
0.04 0.08 0.07
0.06 0.07 -0.16
-0.10 -0.05 0.08


Record 4
DFT (the ωB97M-V functional and the def2-TZVPD basis) results for a 2-piece molecular cluster, C8H7N3OS overall.

Energy above the lowest of the compared OMol25 structures with the same formula, charge and spin in kJ/mol: 463.1
LUMO (alpha / beta) in Eh: -0.082 / -0.081
E in eV: -25755.844
Highest occupied orbital energy (alpha / beta) in hartree: -0.3208 / -0.3199

Each line ends with the natural charge from an NBO analysis.
Positions of all 20 atoms, in Å:
C  -1.97539  1.95890  1.12886  0.1497
C  -2.93874  0.96253  -1.10913  0.1496
C  -0.23378  0.51260  -0.75986  -0.0118
C  1.14290  -1.32762  -1.08899  0.7022
C  -2.48272  1.43813  0.02570  -0.0115
C  1.35432  -0.52708  -2.38049  -0.7159
C  0.80071  0.25277  2.00232  -0.6351
C  0.27271  -0.87740  1.22660  -0.2231
N  -1.44092  2.47093  2.06701  -0.2646
N  -3.36043  0.27611  -1.97477  -0.2510
N  0.32831  -0.51364  -0.19005  -0.4903
O  1.61247  -2.37084  -0.73336  -0.5205
S  0.21675  0.83562  -2.34559  0.4283
H  2.37749  -0.15637  -2.35467  0.2696
H  1.29447  -1.41493  -3.15767  0.2833
H  0.09213  0.43766  2.80044  0.2380
H  1.73083  -0.05862  2.49443  0.2162
H  0.92177  1.15724  1.45266  0.2305
H  1.00690  -1.64601  1.28065  0.2320
H  -0.71978  -1.41000  1.61592  0.2244

Atomic forces in eV per Å
0.99 1.80 2.01
-1.48 -1.82 -0.94
-1.18 1.30 0.83
0.38 0.76 1.24
1.51 0.04 0.26
0.53 -3.44 -0.89
-0.07 0.11 2.59
-1.54 -1.87 -0.50
-1.34 -1.17 -1.75
0.37 1.14 0.34
0.01 -1.34 -1.43
-0.17 0.40 -0.76
-0.23 -0.31 -0.22
0.11 -0.14 -0.12
-0.11 2.34 0.86
0.08 0.52 0.29
-0.03 0.42 -0.22
0.13 0.58 -0.39
0.28 -0.98 0.04
1.76 1.65 -1.25


Record 5
DFT (the ωB97M-V functional and the def2-TZVPD basis) results for a single C8H7NO2S molecule.

Energy above the lowest of the compared OMol25 structures with the same formula, charge and spin in kJ/mol: 340.9
LUMO (alpha / beta) in Eh: -0.016 / -0.016
E in eV: -24824.715
Highest occupied orbital energy (alpha / beta) in hartree: -0.3274 / -0.3274

Each line ends with the natural charge from an NBO analysis.
Positions of all 19 atoms, in Å:
C  -2.04566  1.78932  0.15219  -0.1999
C  -2.37666  0.59222  0.80905  -0.1584
C  -0.75377  2.00735  -0.24350  -0.1232
C  -1.45105  -0.39109  1.03051  -0.3004
C  0.14807  0.97118  -0.08687  -0.2966
C  -0.24622  -0.18553  0.45701  0.3068
C  1.54773  1.00641  -0.64375  0.4163
C  1.25102  -2.38063  -0.85820  -0.4655
N  1.47942  -1.53193  0.23334  -0.6341
O  2.03710  1.78949  -1.38103  -0.4805
O  2.59183  0.27200  1.43517  -0.9474
S  2.60914  -0.35714  0.11109  1.3661
H  -2.76523  2.47646  0.10124  0.2115
H  -3.28899  0.34814  1.19395  0.2143
H  -0.53747  2.90407  -0.60490  0.2191
H  -1.71461  -1.31466  1.60425  0.2445
H  1.10538  -1.77326  -1.72867  0.1829
H  1.97334  -3.15996  -0.80045  0.2266
H  0.43661  -3.06244  -0.78041  0.2180

Atomic forces in eV per Å
1.59 -3.39 1.35
1.76 0.84 -0.84
-1.35 -3.00 1.33
-0.10 -2.36 0.67
1.50 -0.13 -0.84
2.89 -1.85 0.09
0.35 -0.24 -0.51
-0.32 -0.19 -0.57
-2.76 2.29 2.36
-0.19 0.73 -0.30
0.82 0.29 0.71
-1.20 -0.08 0.36
-2.58 2.88 -0.51
-2.69 0.13 0.80
1.47 3.61 -1.76
0.31 0.92 -0.70
0.39 -0.48 -1.34
1.66 -0.19 -0.93
-1.57 0.21 0.64


Record 6
DFT (the ωB97M-V functional and the def2-TZVPD basis) results for a 2-piece molecular cluster, C8H7NO3P overall.

LUMO in Eh: 0.106
E in eV: -25333.198
Highest occupied orbital energy in hartree: -0.1834
Net charge: -1

Each line ends with the natural charge from an NBO analysis.
Positions of all 20 atoms, in Å:
C  2.59876  -0.29132  -0.31037  -0.2378
C  2.67210  1.01908  0.11031  -0.2332
C  1.41995  -0.91912  -0.59573  -0.1867
C  1.54536  1.77985  0.24799  -0.2546
C  -1.12953  -0.44742  -0.66734  -0.3557
C  0.22972  -0.21018  -0.39728  -0.0946
C  0.34294  1.13170  0.05211  0.2642
C  -1.78848  0.66064  -0.39338  0.1461
N  -6.17198  -0.92458  1.40795  -1.3299
O  -6.76899  0.03960  -0.88715  -1.1258
O  -4.77941  1.10573  0.34290  -1.1484
O  -0.98173  1.61086  0.06664  -0.4187
P  -5.81014  0.07956  0.25518  2.2930
H  3.48951  -0.77499  -0.58022  0.1986
H  3.64845  1.38089  0.46304  0.2056
H  1.33701  -1.90326  -0.93325  0.2029
H  1.71508  2.85466  0.54319  0.2257
H  -1.64174  -1.41136  -0.83686  0.2291
H  -5.38569  -0.86687  2.03563  0.3342
H  -2.91403  0.68792  -0.25896  0.2859

Atomic forces in eV per Å
-0.13 -0.30 -0.53
1.05 -0.02 0.65
-1.18 1.17 0.61
-0.09 2.05 0.97
-0.54 -2.79 -0.44
1.94 0.80 0.16
-2.38 -0.88 -1.04
-2.58 -0.50 0.97
0.67 -0.03 -0.22
0.68 0.21 0.00
1.89 1.11 0.11
1.74 2.16 0.51
-3.51 -1.30 -0.66
1.25 -0.80 0.13
-0.47 0.18 -0.59
0.29 -1.45 -0.63
-0.85 -1.28 -0.27
0.59 0.73 -0.23
0.23 -0.08 0.75
1.40 1.01 -0.26